No. 1
110
Properties=species:S:1:pos:R:3:lowdin_charge:R:1 method="wB97M-V/def2-TZVPD" total_charge=-1 homo_energy_ev="-4.281 / -4.284" fmax_ha_per_bohr=0.0504 gap_ev="5.3067 / 5.3236" spin_multiplicity=5 s_squared=6.0987
Ho 0.650 0.228 0.259 1.3695
C 6.877 -3.456 2.927 -0.1040
C 5.991 -4.099 2.074 -0.0849
C 4.879 -3.429 1.586 -0.0197
C 4.643 -2.106 1.949 -0.2313
C 5.545 -1.459 2.788 -0.0403
C 6.655 -2.131 3.278 -0.0878
C 3.428 -1.410 1.434 -0.0447
C 3.652 -0.551 0.300 -0.2196
C 4.928 -0.129 -0.191 0.0083
C 4.696 0.784 -1.190 0.0086
C 3.275 0.914 -1.320 -0.2198
C 2.573 1.756 -2.242 -0.0303
C 3.401 2.629 -3.119 -0.2044
C 4.078 3.693 -2.518 -0.0304
C 4.810 4.585 -3.284 -0.0862
C 4.883 4.424 -4.662 -0.1054
C 4.229 3.360 -5.263 -0.0895
C 3.493 2.467 -4.497 -0.0392
C 1.168 1.951 -2.319 -0.2014
N 0.313 1.616 -1.336 -0.0281
C -0.966 1.891 -1.727 -0.2083
C -2.115 1.686 -0.950 -0.0249
C -3.389 2.165 -1.544 -0.2090
C -4.418 1.248 -1.768 -0.0196
C -5.606 1.652 -2.352 -0.0811
C -5.792 2.984 -2.699 -0.1030
C -4.783 3.906 -2.464 -0.0890
C -3.585 3.499 -1.893 -0.0418
C -2.258 1.080 0.360 -0.2171
C -3.349 1.322 1.252 -0.0015
C -3.057 0.684 2.433 0.0041
C -1.798 0.032 2.253 -0.2180
N -1.374 0.268 0.987 -0.0295
C -1.036 -0.687 3.224 -0.0365
C 0.257 -1.234 3.047 -0.2166
C 1.019 -1.963 4.047 0.0029
C 2.245 -2.207 3.522 0.0100
C 2.269 -1.610 2.200 -0.2115
N 1.025 -1.107 1.936 -0.0193
C -1.592 -0.754 4.601 -0.2085
C -2.741 -1.478 4.906 -0.0370
C -3.224 -1.527 6.206 -0.0908
C -2.575 -0.841 7.221 -0.1037
C -1.437 -0.102 6.926 -0.0850
C -0.951 -0.060 5.628 -0.0308
C -0.906 2.462 -3.062 0.0127
C 0.403 2.530 -3.411 0.0169
N 2.692 0.070 -0.432 -0.0424
H 7.741 -3.981 3.316 0.0942
H 6.169 -5.128 1.787 0.0986
H 4.184 -3.923 0.918 0.1178
H 5.366 -0.425 3.055 0.1262
H 7.347 -1.619 3.935 0.0976
H 5.880 -0.454 0.198 0.1053
H 5.425 1.326 -1.770 0.1065
H 4.009 3.815 -1.444 0.1264
H 5.320 5.412 -2.805 0.0983
H 5.449 5.125 -5.262 0.0941
H 4.292 3.223 -6.336 0.0979
H 2.989 1.633 -4.970 0.1217
H -4.257 0.212 -1.498 0.1278
H -6.389 0.928 -2.539 0.0994
H -6.721 3.300 -3.158 0.0941
H -4.929 4.946 -2.727 0.0972
H -2.797 4.215 -1.700 0.1220
H -4.200 1.949 1.038 0.1097
H -3.650 0.675 3.335 0.1038
H 0.658 -2.250 5.021 0.1078
H 3.073 -2.711 3.995 0.1097
H -3.259 -2.014 4.119 0.1204
H -4.113 -2.104 6.429 0.0973
H -2.952 -0.875 8.236 0.0941
H -0.926 0.447 7.707 0.0987
H -0.068 0.523 5.397 0.1278
H -1.758 2.740 -3.661 0.1089
H 0.811 2.911 -4.332 0.1006
F 1.150 1.775 1.460 -0.5066
C -3.875 -6.802 -0.176 -0.0611
C -3.432 -6.519 -1.591 -0.2338
C -4.116 -7.127 -2.640 -0.0716
C -3.790 -6.852 -3.957 -0.0994
C -2.778 -5.950 -4.232 -0.0320
C -2.080 -5.328 -3.200 -0.2026
N -1.125 -4.343 -3.571 0.0880
C 0.172 -4.274 -3.067 -0.2297
C 0.990 -5.409 -3.048 -0.0379
C 2.316 -5.313 -2.664 -0.1046
C 2.858 -4.091 -2.287 -0.1013
C 2.037 -2.975 -2.235 -0.0187
C 0.701 -3.053 -2.609 -0.0672
C -0.207 -1.859 -2.374 -0.5786
O -1.122 -1.609 -3.171 0.0184
O 0.067 -1.194 -1.328 -0.1408
C -2.389 -5.625 -1.859 -0.1467
C -1.639 -4.942 -0.746 -0.0041
H -4.769 -7.424 -0.178 0.0674
H -4.112 -5.873 0.345 0.0797
H -3.102 -7.316 0.398 0.0825
H -4.922 -7.817 -2.416 0.0989
H -4.320 -7.341 -4.765 0.0941
H -2.507 -5.706 -5.251 0.1076
H -1.521 -3.403 -3.649 0.1131
H 0.567 -6.360 -3.350 0.1114
H 2.936 -6.202 -2.662 0.0933
H 3.906 -4.006 -2.026 0.0911
H 2.419 -2.025 -1.881 0.1001
H -0.582 -5.210 -0.775 0.0864
H -2.026 -5.209 0.234 0.0642
H -1.695 -3.856 -0.851 0.0957


No. 2
29
Properties=species:S:1:pos:R:3:lowdin_charge:R:1 method="wB97M-V/def2-TZVPD" homo_energy_ev=-8.336 e_above_lowest_kcal_mol=37.21 smiles="CC(=O)C(C)(C)C.CNC" fmax_ha_per_bohr=0.0486 gap_ev=9.1730 spin_multiplicity=1
C -2.064 0.124 1.097 -0.0042
C -0.622 0.110 1.563 -0.3711
O -0.281 -0.530 2.530 0.0819
C 0.416 1.208 0.854 -0.5307
C 0.033 2.536 1.511 -0.0526
C 0.264 1.258 -0.641 -0.0620
C 1.832 0.804 1.256 -0.0518
H -2.649 -0.594 1.664 0.0882
H -2.503 1.107 1.196 0.0807
H -2.144 -0.169 0.057 0.0572
H -0.993 2.822 1.282 0.0754
H 0.687 3.327 1.144 0.0882
H 0.134 2.461 2.595 0.0931
H 1.108 1.762 -1.103 0.0857
H -0.660 1.740 -0.954 0.0810
H 0.221 0.155 -1.027 0.0816
H 2.533 1.614 1.057 0.0865
H 2.154 -0.067 0.688 0.0755
H 1.870 0.551 2.311 0.0799
C -1.118 -1.917 -2.038 -0.1464
N -0.034 -1.951 -1.088 -0.2178
C 1.281 -2.211 -1.621 -0.1440
H -2.068 -1.809 -1.517 0.0687
H -1.141 -2.845 -2.614 0.0763
H -1.012 -1.082 -2.748 0.0758
H -0.131 -1.550 -0.153 0.0804
H 1.998 -2.302 -0.807 0.0755
H 1.283 -3.145 -2.199 0.0771
H 1.609 -1.408 -2.295 0.0720


No. 3
16
Properties=species:S:1:pos:R:3:lowdin_charge:R:1 method="wB97M-V/def2-TZVPD" homo_energy_ev="-8.792 / -8.784" e_above_lowest_kcal_mol=34.31 fmax_ha_per_bohr=0.0273 gap_ev="9.6527 / 6.7443" spin_multiplicity=2 s_squared=0.7542
C 1.681 -0.095 1.339 -0.1899
C 0.950 1.250 1.172 -0.6417
S 1.815 2.483 0.158 0.6585
H 2.593 -0.106 1.964 0.0739
H 2.072 -0.467 0.380 0.0578
H 0.934 -0.847 1.650 0.0613
H -0.013 1.009 0.660 0.0255
H 0.717 1.747 2.155 0.0792
H 2.127 1.670 -0.861 -0.1583
N -2.615 -1.328 -1.495 -0.0104
C -1.364 -0.612 -1.272 -0.3841
O -0.855 -0.627 0.004 -0.0009
H -3.325 -1.172 -0.739 0.0892
H -2.468 -2.335 -1.465 0.0592
H -0.635 -0.988 -2.023 0.1364
H -1.612 0.419 -1.626 0.1442


No. 4
48
Properties=species:S:1:pos:R:3:lowdin_charge:R:1 method="wB97M-V/def2-TZVPD" homo_energy_ev=-9.904 e_above_lowest_kcal_mol=119.13 smiles="CCN(C)CC=O.O.O.O.O.O.O.O.O.O.O" fmax_ha_per_bohr=0.0953 gap_ev=9.7387 spin_multiplicity=1
C 0.771 1.835 0.826 -0.0567
C 2.045 0.934 0.899 -0.1875
N 2.370 -0.162 -0.099 -0.2710
C 3.756 -0.472 -0.258 -0.1067
C 1.619 0.074 -1.337 -0.1528
C 0.164 -0.491 -1.382 -0.1839
O -0.213 -0.631 -2.537 0.0277
H 0.668 2.047 -0.300 0.0758
H -0.061 1.467 1.386 0.0660
H 1.024 2.798 1.255 0.0653
H 2.916 1.592 0.905 0.1109
H 1.944 0.449 1.859 0.0937
H 4.301 -0.918 0.592 0.0886
H 3.796 -1.230 -1.138 0.1217
H 4.469 0.372 -0.386 0.0888
H 2.135 -0.635 -1.985 0.1149
H 1.667 1.052 -1.769 0.1131
H -0.617 -0.697 -0.585 0.1386
O -1.422 -1.897 3.043 -0.0716
H -0.678 -2.273 2.586 -0.0262
H -1.260 -2.076 4.006 0.0742
O -2.675 1.677 4.229 0.0279
H -2.095 0.988 4.212 -0.0279
H -3.451 1.575 3.778 -0.0090
O 0.085 5.179 0.407 -0.0349
H 0.305 4.361 0.010 -0.0410
H -0.852 5.208 0.603 0.0441
O 0.998 -2.442 1.126 -0.0661
H 0.603 -2.844 0.386 0.0138
H 1.425 -1.585 0.779 0.0618
O 1.989 -2.702 3.576 -0.0577
H 2.098 -1.750 3.655 0.0263
H 1.805 -2.939 2.678 -0.0300
O -4.066 -0.884 -3.232 -0.1234
H -3.458 -0.636 -2.450 0.0548
H -4.590 -1.550 -2.737 0.0027
O -4.089 -3.100 -1.521 -0.0578
H -4.334 -3.108 -0.625 0.0035
H -3.118 -3.298 -1.504 0.0554
O -2.234 -3.769 0.379 -0.0749
H -2.564 -3.396 1.260 0.0829
H -1.484 -3.143 0.307 0.0190
O 0.170 3.743 -2.306 -0.0646
H 0.607 3.892 -3.164 0.0505
H -0.507 4.394 -2.117 0.0382
O 0.008 2.012 -4.462 -0.0433
H 0.011 1.466 -5.213 0.0167
H 0.019 1.512 -3.635 0.0101


No. 5
12
Properties=species:S:1:pos:R:3:lowdin_charge:R:1 method="wB97M-V/def2-TZVPD" total_charge=+1 homo_energy_ev=-17.192 e_above_lowest_kcal_mol=16.80 fmax_ha_per_bohr=0.0496 gap_ev=12.8688 spin_multiplicity=1
C 2.348 -0.073 0.203 0.1224
C -1.171 0.552 0.523 0.0430
C -0.907 -0.938 0.177 0.0044
C 0.450 0.408 -0.979 -0.2809
O -0.125 1.251 -0.278 0.0876
O 0.048 -0.828 -0.950 0.0623
O 3.364 -0.280 0.608 0.2111
H -1.950 1.132 0.108 0.1416
H -0.877 0.908 1.462 0.1312
H -0.450 -1.568 0.887 0.1280
H -1.884 -1.376 -0.017 0.1488
H 1.154 0.811 -1.744 0.2006


No. 6
53
Properties=species:S:1:pos:R:3:lowdin_charge:R:1 method="wB97M-V/def2-TZVPD" total_charge=+2 homo_energy_ev="-14.587 / -16.943" fmax_ha_per_bohr=0.1134 gap_ev="7.5409 / 6.4966" spin_multiplicity=6 s_squared=8.7636
C 0.579 -2.399 -2.180 -0.1189
H 0.130 -3.319 -2.578 0.1005
H 0.666 -1.683 -3.006 0.0691
H -0.106 -1.970 -1.428 0.0084
C 1.952 -2.700 -1.587 -0.3367
H 2.364 -1.778 -1.156 0.0778
H 1.836 -3.391 -0.746 0.0864
C 2.929 -3.283 -2.606 -0.0941
H 3.898 -3.482 -2.140 0.0827
H 2.548 -4.227 -3.012 0.0888
H 3.086 -2.587 -3.436 0.0786
C -0.111 2.055 0.733 -0.3997
C 1.288 1.918 0.358 -0.2597
C 1.350 1.745 -1.052 -0.2261
C 0.017 1.836 -1.584 -0.2313
C -0.888 2.058 -0.501 -0.3079
C -2.331 2.412 -0.599 0.0096
C -0.325 1.796 -3.038 0.0141
C 2.586 1.609 -1.884 0.0133
C 2.437 2.102 1.291 0.0108
C -0.629 2.375 2.088 -0.0188
Ru -0.071 0.148 0.049 1.4125
H -1.396 1.609 -3.172 0.0918
H -0.073 2.744 -3.544 0.1274
H 0.239 0.991 -3.531 0.0926
H -2.762 2.020 -1.525 0.0947
H -2.885 1.986 0.242 0.0634
H -2.511 3.498 -0.592 0.1294
H 0.004 1.900 2.848 0.0836
H -0.620 3.463 2.232 0.1228
H -1.656 2.004 2.193 0.0719
H 3.335 1.624 0.893 0.0908
H 2.683 3.160 1.469 0.1272
H 2.210 1.658 2.264 0.0912
H 2.425 0.851 -2.665 0.0949
H 2.851 2.556 -2.385 0.1264
H 3.432 1.300 -1.260 0.0915
C -4.078 -0.429 1.077 -0.0962
O -3.133 -1.488 0.811 -0.2654
P -1.668 -1.157 1.438 0.7572
O -1.961 -1.481 3.031 -0.2881
C -1.592 -0.615 4.143 -0.0679
O -0.885 -2.485 0.895 -0.3303
C 0.342 -2.758 1.554 -0.1231
H -4.126 0.022 0.076 0.0877
H -3.760 0.364 1.799 0.0839
H -5.029 -0.860 1.397 0.1146
H -0.547 -0.291 3.938 0.0787
H -2.243 0.289 4.179 0.0961
H -1.669 -1.199 5.074 0.1119
H 0.137 -2.818 2.640 0.1009
H 0.630 -3.730 1.142 0.1104
H 1.104 -1.962 1.354 0.0706


No. 7
9
Properties=species:S:1:pos:R:3:lowdin_charge:R:1 method="wB97M-V/def2-TZVPD" homo_energy_ev="-5.904 / -10.662" e_above_lowest_kcal_mol=32.06 fmax_ha_per_bohr=0.0985 gap_ev="6.5154 / 6.1259" spin_multiplicity=3 s_squared=2.0071
C -1.241 -0.731 -0.302 -0.3239
C -0.572 0.078 0.658 -0.2787
C 0.692 0.244 -0.234 -1.2115
N -1.407 -1.282 -1.271 0.1619
Br 1.912 -1.102 0.238 0.7269
Br 1.556 2.063 -0.192 0.7115
H -1.012 1.098 0.856 0.1228
H -0.341 -0.518 1.514 0.0802
H 0.412 0.150 -1.265 0.0108


No. 8
30
Properties=species:S:1:pos:R:3:lowdin_charge:R:1 method="wB97M-V/def2-TZVPD" total_charge=+1 homo_energy_ev=-11.161 e_above_lowest_kcal_mol=0.00 fmax_ha_per_bohr=0.0099 gap_ev=6.0776 spin_multiplicity=1
Ru -0.813 0.041 0.312 -0.1806
Se -1.020 2.131 -0.655 0.1804
Se -2.776 1.458 -2.119 0.1190
Se -2.816 -0.621 -1.068 0.0762
Se -0.657 -1.491 -1.439 0.2080
C 3.740 0.441 3.040 -0.0085
N 3.030 -0.766 2.644 -0.0984
C 3.319 -2.055 3.052 -0.0280
C 2.429 -2.874 2.461 -0.0467
N 1.614 -2.072 1.689 0.0870
C 1.986 -0.785 1.798 -0.7038
S 1.355 0.605 1.023 0.6079
H 4.440 0.183 3.830 0.1017
H 3.028 1.176 3.406 0.0790
H 4.284 0.851 2.190 0.1014
H 4.130 -2.265 3.726 0.1352
H 2.302 -3.940 2.519 0.1302
H 0.830 -2.373 1.131 0.1075
Se -1.814 -0.386 2.341 0.7392
C -0.512 -0.258 3.752 -0.6346
C -0.067 -1.422 4.364 -0.1491
C 0.814 -1.342 5.435 -0.0789
C 1.239 -0.104 5.892 -0.0726
C 0.780 1.058 5.283 -0.0783
C -0.097 0.986 4.213 -0.1400
H -0.414 -2.388 4.019 0.1026
H 1.154 -2.249 5.919 0.1121
H 1.912 -0.041 6.738 0.1112
H 1.095 2.026 5.653 0.1143
H -0.457 1.889 3.737 0.1067